Record 1
Molecular formula: C16H28NO5SSbV
Method: DFT, wB97M-V/def2-TZVPD

2S+1 = 3
Kohn-Sham gap (spin up / spin down) = 8.05 / 7.54 eV
total charge = +3
highest occupied orbital energy (spin up / spin down) = -18.791 / -18.473 eV

```
53
Properties=species:S:1:pos:R:3:lowdin_spin:R:1
V 0.3910 0.1425 -0.0537 1.98
O 2.0881 3.3543 -1.8938 0.01
C 1.3928 2.5095 -1.2269 0.01
O 1.5774 1.2770 -1.2116 0.00
C 0.2607 3.0559 -0.4026 0.01
C -0.1946 4.3600 -0.3041 0.00
C -1.3142 4.5844 0.4982 0.02
C -1.9429 3.5242 1.1545 0.00
C -1.4093 2.2549 1.0004 0.01
N -0.3307 2.0593 0.2482 -0.01
C -1.8745 0.9150 1.5298 0.01
O -2.8981 0.7468 2.2869 0.01
O -1.2101 -0.0750 1.1812 0.00
H 2.7923 2.9372 -2.4309 0.00
H 0.2936 5.1660 -0.8367 0.00
H -1.7062 5.5884 0.6003 0.00
H -2.8235 3.7130 1.7560 0.00
H -3.3860 1.5516 2.5336 0.00
C 3.3314 -1.6333 2.0256 -0.01
Sb 2.1774 0.1198 1.9991 -0.04
C 1.2877 0.2251 3.9037 -0.01
C 3.5814 1.6887 1.9994 -0.01
H 4.1983 -1.4724 2.6643 0.00
H 3.6607 -1.8763 1.0179 0.00
H 2.7332 -2.4496 2.4265 0.00
H 2.0437 0.0638 4.6706 0.00
H 0.5225 -0.5446 3.9895 0.00
H 0.8463 1.2096 4.0515 0.00
H 4.2277 1.6074 2.8720 0.00
H 3.0739 2.6519 2.0348 0.00
H 4.1951 1.6229 1.1022 0.00
C 1.0850 -5.7463 1.1276 0.00
C 0.5553 -5.6568 -0.2936 0.00
C 0.7582 -4.2866 -0.9444 0.00
S -0.2670 -3.0444 -0.1225 0.00
O 0.6222 -1.7219 -0.2258 0.02
C -1.6338 -2.7820 -1.2718 0.00
C -1.3741 -1.7936 -2.4000 0.00
C -0.3307 -2.2011 -3.4283 0.00
H 0.9008 -6.7367 1.5393 0.00
H 0.6046 -5.0336 1.8028 0.00
H 2.1624 -5.5740 1.1582 0.00
H -0.4967 -5.9503 -0.3489 0.00
H 1.0860 -6.3560 -0.9429 0.00
H 0.5005 -4.2771 -2.0022 0.00
H 1.7797 -3.9200 -0.8220 0.00
H -2.4760 -2.4719 -0.6522 0.00
H -1.8592 -3.7882 -1.6392 0.00
H -1.1141 -0.8085 -1.9653 0.00
H -2.3441 -1.6231 -2.8715 0.00
H 0.6791 -2.2047 -3.0134 0.00
H -0.3405 -1.5138 -4.2724 0.00
H -0.5415 -3.1954 -3.8240 0.00
```



Record 2
Molecular formula: C16H29BClN2O5S
Method: DFT, wB97M-V/def2-TZVPD

2S+1 = 1
Kohn-Sham gap = 7.28 eV
total charge = +1
highest occupied orbital energy = -10.735 eV

```
55
Properties=species:S:1:pos:R:3:lowdin_charge:R:1
C 0.7904 -2.6278 0.1749 -0.12
C 0.8673 -1.1512 -0.4425 -0.62
Cl 2.5640 -0.4993 0.0155 0.48
C -0.1688 -0.1112 0.1777 -0.18
C -1.7000 -0.5000 -0.0024 -0.04
C -2.6650 0.3932 0.5431 0.06
B -2.2624 1.7873 1.2844 -0.48
O -1.4440 1.8198 2.4573 0.12
O -2.7311 3.0617 0.7953 0.10
C -4.2143 0.0698 0.4248 -0.22
O -5.1009 0.9357 0.3025 0.08
C -4.6285 -1.4764 0.4204 -0.14
C -6.0174 -1.9698 1.0392 -0.16
C -7.1505 -2.2761 -0.0705 -0.18
C -6.6564 -1.9916 -1.5642 -0.28
N -7.7292 -2.2632 -2.5994 -0.03
C -3.6553 -2.3590 -0.1370 -0.41
S -4.0968 -4.1531 -0.1207 0.78
C -2.2577 -1.8016 -0.7021 -0.26
O -1.7034 -2.4088 -1.6424 0.05
H 1.7793 -3.0271 0.5576 0.07
H -0.0552 -2.6653 0.9372 0.09
H 0.4868 -3.3188 -0.6930 0.09
H 0.8769 -1.1695 -1.5887 0.12
H -0.0205 0.8838 -0.3832 0.14
H 0.1245 0.0942 1.2595 0.11
H -1.3132 0.8765 2.6959 0.10
H -3.7025 3.0052 0.6460 0.10
H -6.4087 -1.1071 1.6882 0.12
H -5.8795 -2.8590 1.7505 0.11
H -8.0983 -1.6892 0.2006 0.12
H -7.4720 -3.3813 -0.0279 0.11
H -6.4294 -0.8654 -1.6159 0.12
H -5.7404 -2.5927 -1.8747 0.09
H -7.5834 -1.5645 -3.3408 0.06
H -7.4755 -3.1863 -2.9862 0.07
H -3.1312 -4.8411 0.6018 -0.11
C 6.8041 3.6740 1.1827 -0.03
C 5.9679 2.4295 0.9102 -0.31
C 6.7676 1.2607 0.3243 -0.17
O 7.0811 1.5071 -1.0428 -0.19
C 8.3300 2.1709 -1.2554 -0.07
N 4.9116 2.7866 -0.0890 0.23
H 7.0745 4.2080 0.2695 0.08
H 6.2432 4.3767 1.8048 0.09
H 7.7217 3.4184 1.7170 0.10
H 5.4590 2.1225 1.8272 0.16
H 6.1282 0.3714 0.3310 0.13
H 7.6533 1.0175 0.9170 0.14
H 9.0466 1.9792 -0.4534 0.10
H 8.1585 3.2437 -1.3554 0.08
H 8.7502 1.8125 -2.1975 0.10
H 4.4366 3.6696 0.1123 0.18
H 4.2059 2.0457 -0.1712 0.14
H 5.3563 2.8506 -1.0182 0.17
```



Record 3
Molecular formula: C16H29BFN2O10
Method: DFT, wB97M-V/def2-TZVPD

2S+1 = 1
Kohn-Sham gap = 6.13 eV
total charge = -1
highest occupied orbital energy = -3.925 eV

```
59
Properties=species:S:1:pos:R:3:lowdin_charge:R:1
C 0.1236 -2.7051 5.7079 -0.03
C 0.5946 -2.2905 4.4137 -0.08
C -0.3327 -2.2856 3.0750 -0.31
C 0.1947 -1.0558 2.1792 -0.03
C 1.7201 -1.2477 1.6593 -0.28
O 2.0380 -1.8669 0.6192 0.08
F 2.7842 -0.6376 2.4316 -0.02
C -0.0945 -3.7451 2.4022 -0.51
O -0.0167 -3.9561 1.1535 -0.04
O 0.0618 -4.8200 3.2854 -0.18
N -1.7439 -2.1667 3.5519 0.00
C -2.0799 -0.7983 4.0509 -0.25
N -3.1216 -0.9706 5.1321 -0.01
B -2.7566 -2.5800 2.5191 -0.50
C -4.0600 -3.4418 3.0412 -0.03
O -2.6925 -2.2912 1.1065 0.08
H 0.4538 -3.6748 6.2133 0.06
H -0.6463 -2.0311 6.2445 0.05
H 1.6658 -1.9082 4.3101 0.10
H 0.2159 -0.0488 2.7488 0.12
H -0.4656 -0.8535 1.2539 0.12
H -1.1977 -0.2179 4.4818 0.12
H -2.5541 -0.1378 3.2203 0.13
H -4.0572 -0.7299 4.7764 0.06
H -3.0959 -1.9489 5.4592 0.06
H -4.1226 -3.4649 4.1945 0.06
H -3.8942 -4.5073 2.6291 0.09
H -5.0019 -2.9664 2.5791 0.06
H -2.5667 -1.3179 0.9955 0.09
C 3.5724 5.1952 1.3566 -0.07
C 2.1735 5.4443 0.8246 -0.22
O 1.9237 4.6747 -0.3565 0.02
C 1.6759 3.3674 -0.1551 -0.59
O 1.6403 2.8081 0.9132 0.12
O 1.5009 2.7878 -1.3536 0.00
C 1.3361 1.3700 -1.2900 -0.03
H 4.3173 5.3723 0.5760 0.08
H 3.7846 5.8481 2.2060 0.08
H 3.6943 4.1598 1.6823 0.08
H 2.0773 6.4947 0.5390 0.12
H 1.4107 5.2446 1.5827 0.12
H 0.5316 1.0904 -0.6069 0.09
H 2.2750 0.8985 -0.9917 0.10
H 1.0743 1.0171 -2.2885 0.09
C -1.4642 -1.2191 -7.3084 -0.07
C -0.0465 -1.4859 -6.8384 -0.21
O 0.8055 -0.3631 -7.0970 0.03
C 0.6633 0.6775 -6.2590 -0.59
O -0.0987 0.7397 -5.3258 0.12
O 1.5001 1.6511 -6.6579 0.00
C 1.3715 2.8611 -5.9133 -0.04
H -1.4704 -0.9222 -8.3608 0.08
H -2.0854 -2.1087 -7.1858 0.08
H -1.9216 -0.4023 -6.7457 0.07
H 0.3675 -2.3275 -7.3987 0.12
H -0.0154 -1.7568 -5.7793 0.13
H 1.4711 2.6810 -4.8409 0.09
H 0.4126 3.3345 -6.1364 0.10
H 2.1712 3.5339 -6.2257 0.09
```



| no. | maximum force (eV/Å) | electronic energy (Eh) |
| --- | --- | --- |
| 1 | 1.4 | -2638.9474 |
| 2 | 3.9 | -1995.7237 |
| 3 | 6.3 | -1613.6392 |